Record 1
{"formula": "C2H10N4O", "method": "ωB97M-V with the def2-TZVPD basis set", "molar_mass_g_mol": 106.1, "lumo_ha": [0.0272, 0.0272], "orbital_gap_ev": [9.3, 9.3], "max_force_ha_per_bohr": 0.1015, "e_homo_ev": [-8.57, -8.57], "total_charge": 0, "elements": ["N", "H", "C", "H", "O", "H", "C", "H", "H", "N", "H", "H", "N", "H", "H", "N", "H"], "xyz": [[-1.028941, -0.326893, 0.284440], [-1.619587, 0.270239, -0.304919], [0.105683, -0.524795, -1.869886], [-1.551123, -2.729797, -0.275607], [-1.617070, -2.016206, -0.925241], [1.908386, 0.596984, 1.916577], [0.884514, 0.210279, 1.876112], [0.918535, -0.872115, 2.002279], [-0.336318, 2.393622, 0.870760], [0.284898, 0.516426, 0.587520], [0.305517, 0.654187, 2.693775], [1.123764, 2.267087, 0.108187], [-0.111433, -1.014896, -0.501300], [1.078022, -0.028069, -1.920982], [-0.680859, 0.150102, -2.216170], [0.197911, 1.851784, 0.193941], [0.138100, -1.397939, -2.519485]], "forces_ev_per_a": [[3.8, 2.4, 1.4], [0.2, 0.1, -0.1], [0.1, 0.1, 0.0], [0.1, 0.2, 0.0], [1.7, 0.1, -0.4], [-0.2, 0.0, -0.2], [-0.6, 0.1, 0.1], [-0.1, 0.1, -0.1], [0.1, 0.1, 0.1], [-0.7, 0.2, 0.2], [0.0, 0.0, 0.1], [-0.1, -0.3, 0.0], [-3.7, -3.3, -1.6], [-0.2, 0.0, 0.2], [0.0, 0.0, 0.1], [-0.5, 0.2, 0.2], [-0.1, 0.0, 0.2]]}

---

Record 2
{"formula": "C4H6N2", "method": "ωB97M-V with the def2-TZVPD basis set", "molar_mass_g_mol": 82.1, "lumo_ha": 0.0224, "orbital_gap_ev": 8.6, "max_force_ha_per_bohr": 0.0078, "e_homo_ev": -7.98, "total_charge": 0, "elements": ["C", "H", "H", "H", "C", "N", "N", "C", "C", "H", "H", "H"], "xyz": [[1.219442, 0.477676, 0.465562], [1.894589, 2.178250, -0.701230], [0.436905, -1.793093, 0.766887], [-2.420822, -2.208706, -0.029269], [1.072256, 1.454586, -0.613986], [0.054787, 1.462140, -1.388385], [-1.867598, -1.580616, 0.531189], [-0.605549, -1.347693, 0.120035], [0.296967, -0.487077, 0.546272], [0.147574, 2.200221, -2.084791], [2.031447, 0.566747, 1.178476], [-2.387119, -0.838703, 0.982751]], "forces_ev_per_a": [[-0.1, -0.1, 0.0], [-0.1, -0.1, 0.0], [0.1, -0.1, 0.1], [0.1, 0.1, 0.1], [-0.1, 0.0, 0.0], [0.3, 0.2, 0.1], [-0.1, 0.0, -0.1], [0.1, 0.3, 0.2], [-0.2, -0.1, -0.3], [0.0, -0.1, 0.1], [-0.1, 0.0, -0.1], [0.1, -0.1, 0.0]]}